The following is a quantum chemistry calculation of a gas-phase ion, C2H6N3 (charge +1) in a non-equilibrium geometry, from OMol25.

Computed properties:
LUMO level = -4.88 eV
orbital gap = 9.171 eV
charge = +1
max |F| = 7.759 eV/A

Each line ends with the Löwdin charge.
Positions of all 11 atoms, in Å:
C 0.77 0.01 -0.89  -0.0839
C -0.57 0.75 1.07  -0.0017
N 1.27 -1.29 -0.81  -0.0400
N 1.80 -2.36 -0.81  0.2985
N -0.55 0.11 -0.27  -0.0086
H 1.11 0.66 -1.72  0.1418
H -1.38 0.48 1.65  0.0711
H 0.15 0.30 1.81  0.1277
H -0.27 1.80 1.07  0.1235
H -1.26 0.40 -0.85  0.1435
H -1.06 -0.85 -0.25  0.2281